# 1
A cluster of 2 separate species, Br2FH2PSi in total in a non-equilibrium geometry, computed with the ωB97M-V functional and the def2-TZVPD basis.

Each line ends with the natural charge from an NBO analysis.
Element x y z (Å)
Si1 -1.377 -0.064 -0.077  1.326
H1 4.210 1.509 -0.457  0.207
Br1 -3.554 0.545 0.301  -0.300
Br2 2.936 1.115 0.069  -0.206
F1 -1.086 1.060 -1.146  -0.656
P1 -0.052 -1.646 0.247  -0.429
H2 -1.077 -2.519 1.064  0.058

Its LUMO energy is -0.7003 eV. The total energy comes out at -5879.984469 Eh. The HOMO energy is -9.04 eV. The HOMO-LUMO gap is 8.34 eV. Its SMILES is [H]/P=[Si](/F)Br.Br. For the energy above the lowest of the compared OMol25 structures with the same formula, charge and spin, the calculation gives 2.7469 eV.



# 2
A structure of composition C40H91FeN3O8 in a non-equilibrium geometry, computed with the ωB97M-V functional and the def2-TZVPD basis.

Each line ends with the Löwdin charge.
Element x y z (Å)
H1 3.683 0.839 -5.182  0.098
H2 -5.517 0.876 -1.275  0.083
C1 4.170 2.266 2.254  -0.053
C2 -2.699 -0.376 0.534  -0.166
C3 -4.535 -1.053 -1.200  -0.481
H3 4.376 -4.821 2.458  0.085
H4 0.855 -3.309 0.363  0.052
C4 -2.608 -1.830 0.938  -0.116
H5 2.863 -2.030 -3.249  0.067
C5 4.781 -0.230 -3.685  -0.289
H6 5.630 0.387 -3.979  0.132
C6 -0.222 3.113 -3.294  -0.172
H7 -3.478 0.206 1.027  0.104
H8 -1.856 -0.237 7.734  0.083
C7 1.206 -0.155 -0.013  -0.379
H9 -6.247 -2.393 -0.035  0.081
H10 -0.314 -3.491 6.859  0.117
O1 4.507 1.353 0.108  -0.072
C8 0.648 0.682 -1.199  -0.062
C9 -1.101 -1.022 7.782  -0.049
H11 2.249 2.722 0.183  0.057
H12 0.688 -3.229 4.616  0.076
H13 0.545 0.814 3.501  0.089
H14 1.595 -4.377 -2.261  0.142
H15 0.316 7.140 -3.862  0.112
H16 2.870 0.723 6.455  0.090
H17 -3.181 0.632 -1.383  0.094
C10 -2.064 5.428 -3.873  -0.514
C11 -1.694 2.808 -3.539  -0.155
H18 3.031 4.321 0.604  0.081
H19 -2.348 -0.837 -1.596  0.101
H20 -4.318 -0.441 -3.217  0.075
C12 -4.938 -2.212 1.992  -0.033
H21 -3.961 -2.095 -3.085  0.080
H22 -1.830 0.276 0.629  0.090
H23 -6.627 -0.421 -0.945  0.087
H24 1.324 1.482 -1.501  0.050
H25 2.321 -3.405 -5.044  0.091
H26 -1.944 -2.397 0.286  0.098
C13 4.335 2.564 0.782  -0.481
H27 -5.656 -1.647 -3.037  0.084
H28 1.713 4.893 -2.665  0.081
H29 -0.661 3.439 -6.029  0.056
H30 -2.363 -2.261 5.986  0.085
H31 -2.701 6.377 -5.845  0.087
C14 3.541 0.526 -4.147  -0.039
H32 0.909 -4.881 0.992  0.086
O2 -0.129 6.613 -4.530  -0.004
C15 -2.622 6.548 -3.116  -0.055
H33 2.981 -4.528 3.468  0.071
H34 3.474 -4.912 0.062  0.124
H35 0.310 -2.522 -1.729  0.060
C16 -0.464 -1.338 6.434  -0.489
N1 -4.628 -2.349 -0.529  -0.177
C17 0.996 -0.168 3.639  -0.037
H36 3.522 1.438 -3.550  0.082
H37 -3.710 6.495 -3.084  0.098
H38 -1.700 -1.844 8.176  0.086
H39 -5.461 -1.280 1.777  0.073
C18 1.206 -3.861 1.234  -0.012
H40 -0.345 1.109 -1.060  0.067
O3 -5.817 -2.945 -0.692  0.025
H41 2.157 1.647 5.203  0.077
H42 0.852 -2.612 7.658  0.115
H43 -1.945 2.512 -4.558  0.102
C19 3.286 -4.796 2.456  -0.022
C20 -5.622 -0.061 -0.726  -0.028
H44 3.251 1.719 2.465  0.058
H45 -3.695 5.105 -5.236  0.080
C21 -2.481 4.108 -3.103  -0.095
C22 1.695 -3.571 -2.988  -0.443
H46 -2.219 7.488 -3.494  0.093
C23 -3.124 -0.380 -0.983  -0.125
H47 -2.378 4.166 -2.019  0.110
C24 0.466 -2.616 -2.804  -0.010
H48 -1.833 -0.831 4.935  0.078
H49 5.201 3.190 0.564  0.137
H50 1.854 -0.227 2.970  0.063
Fe1 3.916 -2.095 -0.966  1.065
H51 4.908 -1.154 -4.249  0.114
H52 -2.407 6.409 -2.057  0.087
C25 3.142 3.345 0.131  -0.032
H53 -4.604 -4.727 0.825  0.078
C26 0.281 3.878 -5.700  -0.019
C27 2.205 -1.777 5.243  -0.107
H54 3.753 0.781 0.270  0.032
H55 2.585 0.008 -4.078  0.068
H56 -5.762 -2.923 2.051  0.088
H57 3.556 0.630 4.835  0.078
H58 0.229 1.553 6.486  0.102
O4 4.795 -0.517 -2.303  -0.027
C28 0.353 -2.646 6.689  -0.136
H59 2.927 -1.797 6.059  0.117
H60 0.698 -3.585 2.158  0.077
O5 3.422 -3.965 0.212  -0.086
H61 -2.200 4.691 -5.975  0.059
H62 -0.322 -0.754 8.495  0.090
H63 0.582 0.036 -2.074  0.042
H64 -5.533 0.323 0.290  0.070
C29 1.287 -2.986 5.493  -0.182
H65 0.870 -4.457 -4.807  0.092
C30 2.622 0.680 5.395  -0.033
H66 3.364 3.553 -0.916  0.066
C31 -4.045 -2.571 0.825  -0.452
O6 -0.277 0.996 5.890  -0.009
C32 1.704 4.543 -3.697  -0.030
H67 2.995 -2.784 1.797  0.124
C33 -3.728 -4.092 0.959  -0.043
H68 -2.248 -1.808 1.967  0.100
C34 -2.656 5.427 -5.312  -0.013
H69 -0.028 3.437 -2.272  0.114
C35 1.815 -4.113 -4.387  -0.035
H70 2.227 3.622 -3.952  0.061
H71 1.162 3.293 -5.964  0.072
H72 -1.265 -2.449 4.625  0.056
C36 -1.569 -1.770 5.422  -0.028
H73 -1.997 1.912 -2.996  0.079
N2 -0.599 5.494 -3.888  -0.125
H74 -4.390 -2.189 2.933  0.091
C37 1.522 -0.341 5.048  -0.477
H75 -3.458 -4.353 1.982  0.078
H76 1.413 0.562 0.782  0.080
H77 -2.955 -4.506 0.312  0.074
H78 0.423 2.279 -3.568  0.100
H79 -0.408 -3.112 -3.225  0.090
C38 2.748 -3.774 1.414  -0.461
O7 2.382 -0.819 -0.276  -0.313
O8 2.851 -2.830 -2.720  -0.114
H80 0.399 4.801 -6.267  0.081
H81 2.754 -1.990 4.326  0.092
C39 0.224 4.299 -4.182  -0.468
H82 4.972 1.643 2.650  0.083
C40 -4.660 -1.345 -2.714  -0.028
H83 0.267 -0.883 3.257  0.074
H84 3.006 -5.835 2.284  0.088
H85 2.111 5.347 -4.311  0.076
H86 0.466 -0.856 0.374  0.089
H87 4.142 3.198 2.819  0.087
H88 -3.543 3.903 -3.241  0.111
H89 2.376 -5.046 -4.431  0.086
H90 0.607 -1.654 -3.297  0.073
N3 0.432 -0.227 6.034  -0.104
H91 1.797 -3.925 5.707  0.103

Its LUMO energy (spin up / spin down) is -3.5863 / -6.1219 eV. The total energy comes out at -3608.020981 Eh. The HOMO energy (spin up / spin down) is -9.81 / -9.81 eV. Its charge is +1. The HOMO-LUMO gap (spin up / spin down) is 6.22 / 3.69 eV. Its spin multiplicity is 6. The expectation value of S² is 8.7655.



# 3
A structure of composition C28H11AsF4IN6O3S5Tc, computed with the ωB97M-V functional and the def2-TZVPD basis.

Each line ends with the natural charge from an NBO analysis.
Element x y z (Å)
C1 0.421 -5.621 -0.628  0.451
F1 -0.594 -5.866 -1.411  -0.225
O1 3.828 -0.086 -0.504  -0.845
C2 -0.873 3.806 -3.755  -0.069
O2 2.379 -2.059 -0.939  -0.681
H1 2.095 -1.627 -6.033  0.244
N1 0.408 -1.101 0.797  -0.204
C3 4.175 -1.502 -5.504  -0.137
C4 2.148 -6.335 0.933  0.471
H2 3.729 3.699 -3.692  0.244
I1 -4.600 0.247 -0.420  0.179
N2 4.679 -2.164 1.608  -0.117
F2 2.771 -7.251 1.613  -0.217
H3 1.607 4.663 -4.498  0.242
C5 1.945 -4.002 0.334  0.007
C6 -0.452 -8.404 -0.883  0.168
C7 3.665 -2.315 1.097  0.198
H4 1.303 -1.074 -3.750  0.244
H5 -0.915 4.659 -4.421  0.243
H6 4.515 -1.732 -6.505  0.245
S1 2.791 -0.542 -1.361  2.309
C8 -1.909 2.195 -2.333  0.113
C9 2.567 -5.027 1.057  0.376
S2 -2.564 -0.824 0.180  0.019
S3 -0.323 -0.222 3.785  -0.446
S4 -1.030 1.913 0.922  -0.239
C10 -1.552 -0.998 -1.472  0.448
C11 1.612 3.798 -3.848  -0.159
H7 3.749 1.755 -2.225  0.236
N3 1.465 0.320 -1.406  -0.912
C12 -2.012 3.269 -3.227  -0.249
H8 -2.988 3.669 -3.458  0.253
N4 1.715 -10.017 1.143  0.004
N5 -0.757 1.638 -2.008  -0.444
C13 0.854 -4.328 -0.493  0.374
C14 2.363 -2.515 0.441  0.073
C15 2.783 3.260 -3.406  -0.179
C16 0.390 2.137 -2.561  0.210
C17 2.362 -1.138 -3.970  -0.177
C18 5.108 -1.262 -4.502  -0.209
F3 0.204 -3.397 -1.158  -0.262
As1 -1.568 1.143 2.955  0.922
C19 1.614 1.532 -2.195  0.097
H9 5.390 -0.754 -2.426  0.249
C20 0.627 -8.013 -0.045  0.131
C21 0.382 3.254 -3.414  -0.092
C22 1.269 -1.799 1.124  0.286
Tc1 -0.417 0.212 -0.470  0.338
H10 -2.792 1.795 -1.856  0.226
C23 3.314 -0.901 -2.983  -0.391
C24 1.230 -9.100 0.641  0.166
H11 6.166 -1.304 -4.719  0.249
F4 3.559 -4.796 1.884  -0.242
C25 1.055 -6.694 0.080  -0.188
S5 -3.250 2.028 3.615  -0.327
O3 -1.829 -1.571 -2.451  -0.486
C26 2.809 -1.443 -5.242  -0.184
C27 2.792 2.126 -2.566  -0.215
C28 4.682 -0.958 -3.220  -0.115
N6 -1.296 -8.790 -1.566  -0.003

Its LUMO energy is -10.5637 eV. The total energy comes out at -6631.757907 Eh. The HOMO energy is -13.12 eV. Its charge is +2. The HOMO-LUMO gap is 2.56 eV.



# 4
A cluster of 9 separate species, C13H44N4O9 in total in a non-equilibrium geometry, computed with the ωB97M-V functional and the def2-TZVPD basis.

Each line ends with the natural charge from an NBO analysis.
Element x y z (Å)
H1 -10.470 13.229 -13.545  0.197
C1 -9.921 7.800 -18.188  -0.250
O1 0.753 13.582 -16.490  -0.735
H2 1.707 13.479 -16.477  0.462
H3 -8.166 11.491 -24.875  0.157
H4 -6.335 13.618 -19.671  0.197
H5 -3.402 6.595 -23.915  0.191
H6 -7.814 11.984 -19.305  0.162
H7 -3.070 9.240 -16.175  0.207
C2 -7.528 11.104 -25.670  -0.235
H8 -11.370 11.090 -14.162  0.162
N1 -11.726 14.429 -18.373  -0.820
H9 -4.014 13.927 -26.260  0.413
H10 -1.069 15.193 -15.358  0.223
H11 1.058 14.361 -14.694  0.148
H12 -8.160 12.579 -26.790  0.469
H13 -10.593 7.229 -17.547  0.159
H14 -5.007 12.835 -20.393  0.221
H15 -12.041 13.593 -17.903  0.417
C3 -3.841 7.155 -15.597  -0.059
C4 -3.726 8.425 -16.481  -0.631
H16 -8.887 8.719 -16.718  0.474
O2 -8.069 11.624 -26.819  -0.727
C5 -1.065 14.194 -14.921  -0.634
H17 -10.306 9.481 -13.077  0.475
H18 -4.824 6.752 -15.842  0.147
C6 -10.067 12.320 -13.099  -0.624
O3 -2.880 6.169 -15.895  -0.714
H19 -12.388 16.006 -20.937  0.410
C7 -12.459 14.720 -19.379  0.738
H20 -2.990 5.541 -15.177  0.460
H21 -5.363 12.527 -18.608  0.214
C8 -2.555 14.129 -24.947  0.728
O4 -13.258 13.895 -19.659  -0.669
O5 -8.746 8.129 -17.461  -0.734
O6 -9.690 10.152 -13.378  -0.728
H22 -0.904 13.145 -25.435  0.375
O7 -4.489 6.925 -21.990  -0.748
H23 -3.389 8.182 -23.449  0.163
C9 -4.027 7.302 -23.369  -0.257
N2 -1.393 13.624 -24.693  -0.822
C10 0.340 13.661 -15.121  -0.061
H24 -11.484 16.460 -19.537  0.381
H25 -2.423 13.276 -26.648  0.364
C11 -7.009 11.849 -20.028  -0.063
N3 -3.022 13.859 -26.081  -0.800
H26 -4.969 7.567 -23.847  0.173
H27 -10.257 12.164 -12.037  0.219
O8 -6.585 10.446 -20.024  -0.748
H28 -9.696 7.248 -19.100  0.191
C12 -10.294 11.186 -14.019  -0.069
H29 -6.514 11.472 -25.517  0.153
H30 -4.734 8.828 -16.376  0.205
H31 0.645 12.675 -14.770  0.165
H32 -3.582 8.196 -17.537  0.227
H33 -8.999 12.538 -13.130  0.205
H34 -10.596 8.604 -18.481  0.162
H35 -7.324 12.028 -21.056  0.180
H36 -0.999 13.632 -23.764  0.415
O9 -3.170 14.839 -24.223  -0.673
H37 -1.249 14.235 -13.847  0.215
N4 -12.162 15.846 -19.966  -0.828
H38 -1.803 13.462 -15.248  0.216
C13 -5.754 12.698 -19.611  -0.633
H39 -6.967 10.054 -19.236  0.469
H40 -9.694 11.291 -14.923  0.163
H41 -7.564 10.019 -25.581  0.184
H42 -3.885 7.243 -14.511  0.157
H43 -11.046 15.113 -18.071  0.372
H44 -5.038 7.595 -21.575  0.478

Its LUMO energy is 0.1238 eV. The total energy comes out at -1417.691711 Eh. The HOMO energy is -9.68 eV. The HOMO-LUMO gap is 9.80 eV. Its SMILES is NC(N)=O.NC(N)=O.CCO.CCO.CCO.CCO.CO.CO.CO. For the energy above the lowest of the compared OMol25 structures with the same formula, charge and spin, the calculation gives 2.6603 eV.